*a*
# C3H3NO3

C3H3NO3 as an isolated structure (wB97M-V/def2-TZVPD, the Open Molecules 2025 dataset).

Cartesian coordinates (Å):
C1 0.3806 -0.7296 -1.0561
C2 -0.3987 1.3050 0.1615
O1 -0.7522 -0.7268 0.7450
C3 0.6323 0.2000 -0.0171
H1 -2.3358 0.5277 0.3957
H2 1.5429 -2.0507 -0.2366
N1 -1.3815 0.5278 0.7412
O2 1.0229 -1.8684 -1.0489
H3 1.6309 0.3427 0.4141
O3 -0.3414 2.4725 -0.0989

Its molar mass is 101.06 g/mol.

List of natural (NBO) charges in e, atom by atom: number 1, C, carries 0.260; number 2, C, carries 0.620; number 3, O, carries -0.378; number 4, C, carries -0.096; number 5, H, carries 0.395; number 6, H, carries 0.457; number 7, N, carries -0.332; number 8, O, carries -0.617; number 9, H, carries 0.218; number 10, O, carries -0.528

---

*b*
# C3H3NO3

One molecule with the formula C3H3NO3 (wB97M-V/def2-TZVPD, the Open Molecules 2025 dataset).

Cartesian coordinates (Å):
O1 -1.6344 -1.6997 -0.2808
O2 -1.9726 0.4847 0.3895
N1 1.3213 -0.5609 -0.3994
C1 0.2430 -0.0836 0.3893
C2 -1.3866 -0.6043 0.1333
H1 2.2590 -0.4128 -0.0510
C3 -0.2347 1.2694 0.1355
H2 1.2519 -0.4009 -1.3952
H3 0.3224 -0.2994 1.4519
O3 -0.1694 2.3076 -0.3731

Its molar mass is 101.06 g/mol.

List of natural (NBO) charges in e, atom by atom: number 1, O, carries -0.567; number 2, O, carries -0.622; number 3, N, carries -0.794; number 4, C, carries -0.331; number 5, C, carries 0.829; number 6, H, carries 0.383; number 7, C, carries 0.845; number 8, H, carries 0.386; number 9, H, carries 0.269; number 10, O, carries -0.398

---

Name the least stable of them. *a*.

---

*a*
# C3H3NO3

A 2-piece molecular cluster, C3H3NO3 overall (wB97M-V/def2-TZVPD, the Open Molecules 2025 dataset).

Cartesian coordinates (Å):
H1 1.1035 0.0878 -1.7481
O1 2.7316 -0.7112 0.5014
C1 -1.3478 -0.0001 1.5362
N1 0.0912 0.2926 -1.5809
H2 -0.6104 0.5983 -2.2475
C2 2.1282 -0.4072 -0.4112
C3 -0.0714 0.0745 -0.3097
O2 -2.3507 0.1106 2.1626
H3 -0.3655 -0.3188 1.9210
O3 -1.3086 0.2735 0.1761

Its molar mass is 101.06 g/mol.

List of natural (NBO) charges in e, atom by atom: number 1, H, carries 0.418; number 2, O, carries -0.500; number 3, C, carries 0.653; number 4, N, carries -0.792; number 5, H, carries 0.398; number 6, C, carries 0.427; number 7, C, carries 0.300; number 8, O, carries -0.514; number 9, H, carries 0.136; number 10, O, carries -0.527

---

*b*
# C3H3NO3

One molecule with the formula C3H3NO3 (wB97M-V/def2-TZVPD, the Open Molecules 2025 dataset).

Cartesian coordinates (Å):
H1 -0.1910 -0.1174 1.5227
O1 0.5190 1.0269 0.0986
O2 0.0026 -1.1913 -0.1640
O3 -2.8057 -0.2907 0.2077
N1 1.6466 -1.0524 0.0497
C1 1.7188 0.2603 -0.0116
C2 -1.6681 0.1324 -0.3286
C3 -0.4108 -0.0942 0.2935
H2 2.8399 0.7036 -0.3092
H3 -1.6513 0.6228 -1.3588

Its molar mass is 101.06 g/mol. The SMILES is O=C[C@@H]1OC=NO1.

List of natural (NBO) charges in e, atom by atom: number 1, H, carries 0.133; number 2, O, carries -0.485; number 3, O, carries -0.388; number 4, O, carries -0.470; number 5, N, carries -0.148; number 6, C, carries 0.300; number 7, C, carries 0.365; number 8, C, carries 0.258; number 9, H, carries 0.267; number 10, H, carries 0.167

---

*c*
# C3H3NO3

One molecule with the formula C3H3NO3 (wB97M-V/def2-TZVPD, the Open Molecules 2025 dataset).

Cartesian coordinates (Å):
C1 0.2727 1.3447 -0.0191
H1 -0.7516 -1.1003 1.2186
C2 -0.7404 -1.0466 0.1313
N1 -1.0199 1.3653 -0.1452
H2 -1.3005 -1.9101 -0.1982
H3 0.8456 2.3215 0.1044
O1 -1.5110 -0.0540 -0.4481
C3 1.2138 0.0958 -0.1251
O2 0.6026 -1.1268 -0.3059
O3 2.3887 0.1106 -0.2127

Its molar mass is 101.06 g/mol. The SMILES is O=C1C=NOCO1.

List of natural (NBO) charges in e, atom by atom: number 1, C, carries -0.087; number 2, H, carries 0.155; number 3, C, carries 0.177; number 4, N, carries -0.034; number 5, H, carries 0.200; number 6, H, carries 0.240; number 7, O, carries -0.385; number 8, C, carries 0.726; number 9, O, carries -0.491; number 10, O, carries -0.500

---

Name the least stable of them. *b*.

---

*a*
# C3H3NO3

One molecule with the formula C3H3NO3 (wB97M-V/def2-TZVPD, the Open Molecules 2025 dataset).

Cartesian coordinates (Å):
N1 -1.0843 1.2447 -1.1496
O1 2.6403 -0.4273 0.8158
O2 0.8817 0.6464 -0.0551
C1 -0.4504 0.5279 -0.3290
O3 -0.7291 -1.0290 1.4501
H1 -0.4630 1.8974 -1.6308
H2 1.1320 -1.4113 -0.1343
H3 -2.2932 -0.5196 0.2479
C2 1.5975 -0.4955 0.2543
C3 -1.2315 -0.4336 0.5307

Its molar mass is 101.06 g/mol. The SMILES is [H]/N=C(/C=O)OC=O.

List of natural (NBO) charges in e, atom by atom: number 1, N, carries -0.581; number 2, O, carries -0.506; number 3, O, carries -0.513; number 4, C, carries 0.424; number 5, O, carries -0.476; number 6, H, carries 0.362; number 7, H, carries 0.121; number 8, H, carries 0.155; number 9, C, carries 0.657; number 10, C, carries 0.357

---

*b*
# C3H3NO3

One molecule with the formula C3H3NO3 (wB97M-V/def2-TZVPD, the Open Molecules 2025 dataset).

Cartesian coordinates (Å):
C1 0.1289 0.6744 -0.1559
O1 0.9485 0.8162 0.9485
H1 2.4775 0.3859 1.9519
O2 -1.0890 0.1937 0.2733
H2 -2.4198 -1.2991 0.3056
C2 2.0216 0.0404 0.9920
H3 -0.2597 0.9024 -1.9775
N1 0.4752 1.0506 -1.2881
C3 -1.4546 -1.0546 -0.1539
O3 -0.8226 -1.7393 -0.8963

Its molar mass is 101.06 g/mol.

List of natural (NBO) charges in e, atom by atom: number 1, C, carries 0.783; number 2, O, carries -0.496; number 3, H, carries 0.074; number 4, O, carries -0.527; number 5, H, carries 0.140; number 6, C, carries 0.146; number 7, H, carries 0.369; number 8, N, carries -0.610; number 9, C, carries 0.644; number 10, O, carries -0.524

---

Name the least stable of them. *b*.

---

*a*
# C7H17N

One molecule with the formula C7H17N (wB97M-V/def2-TZVPD, the Open Molecules 2025 dataset).

Cartesian coordinates (Å):
C1 1.0910 0.9552 -0.6342
H1 -2.1078 -1.9413 0.2543
H2 1.5951 -1.7417 0.0200
C2 -1.2708 0.1219 -0.5056
H3 -3.2903 -0.7850 -0.3417
C3 2.5811 0.6691 -0.5240
C4 0.5789 -1.5796 -0.3315
H4 0.8232 1.0445 -1.6900
H5 3.1565 1.5230 -0.8856
H6 0.8718 1.9054 -0.1425
C5 0.0918 -0.1965 0.0843
H7 -0.3243 -0.8472 2.1047
H8 -1.2739 -0.1350 -1.5691
C6 0.1748 -0.0255 1.5961
C7 -2.3750 -0.8898 0.2356
H9 1.2156 -0.0152 1.9139
H10 -1.7702 1.7773 0.5917
H11 -0.2810 0.9078 1.9239
H12 -2.5577 -0.5387 1.2477
H13 0.5610 -1.6900 -1.4140
H14 -0.0470 -2.3570 0.0994
H15 2.8646 -0.1959 -1.1200
H16 2.8798 0.4842 0.5069
H17 -1.4139 2.0980 -1.0541
N1 -1.7733 1.4520 -0.3662

Its molar mass is 115.22 g/mol. The SMILES is CCC(C)(C)[C@@H](C)N.

List of natural (NBO) charges in e, atom by atom: number 1, C, carries -0.392; number 2, H, carries 0.200; number 3, H, carries 0.211; number 4, C, carries -0.025; number 5, H, carries 0.214; number 6, C, carries -0.617; number 7, C, carries -0.620; number 8, H, carries 0.192; number 9, H, carries 0.211; number 10, H, carries 0.197; number 11, C, carries -0.028; number 12, H, carries 0.212; number 13, H, carries 0.191; number 14, C, carries -0.626; number 15, C, carries -0.628; number 16, H, carries 0.212; number 17, H, carries 0.362; number 18, H, carries 0.201; number 19, H, carries 0.197; number 20, H, carries 0.208; number 21, H, carries 0.209; number 22, H, carries 0.202; number 23, H, carries 0.199; number 24, H, carries 0.372; number 25, N, carries -0.855

---

*b*
# C7H17N

C7H17N as an isolated structure (wB97M-V/def2-TZVPD, the Open Molecules 2025 dataset).

Cartesian coordinates (Å):
H1 2.7514 1.5329 -1.2584
H2 0.1432 1.2198 1.2135
H3 -1.6194 -0.3644 1.8875
H4 -0.8475 -2.0894 -0.5680
H5 0.6538 -0.8170 2.7522
C1 -0.2828 0.4845 0.4624
C2 1.1214 -0.6131 -1.6759
H6 1.7315 2.4973 -0.1056
C3 -0.8419 -0.7389 1.1339
H7 -2.3340 -1.0179 -0.4167
H8 -0.1734 -2.3689 2.4590
H9 2.2950 0.8549 0.3574
C4 -1.5901 -1.6402 0.1582
C5 0.6962 0.8155 -1.2110
H10 1.0531 -1.7737 1.2912
H11 0.2647 -1.1010 -2.2418
N1 -0.6906 0.9964 -0.7289
H12 0.6707 1.3626 -2.1720
H13 -2.0905 -2.4558 0.6882
H14 1.8911 -0.5270 -2.3528
H15 -3.5320 3.5843 0.0626
H16 1.4298 -1.2854 -0.8537
H17 -2.8538 3.4439 -0.3418
C6 1.9363 1.4765 -0.5024
C7 0.2178 -1.4759 1.9628

Its molar mass is 115.22 g/mol.

List of natural (NBO) charges in e, atom by atom: number 1, H, carries 0.220; number 2, H, carries 0.168; number 3, H, carries 0.239; number 4, H, carries 0.210; number 5, H, carries 0.213; number 6, C, carries 0.309; number 7, C, carries -0.618; number 8, H, carries 0.219; number 9, C, carries -0.344; number 10, H, carries 0.240; number 11, H, carries 0.223; number 12, H, carries 0.196; number 13, C, carries -0.613; number 14, C, carries -0.118; number 15, H, carries 0.204; number 16, H, carries 0.219; number 17, N, carries -0.542; number 18, H, carries 0.207; number 19, H, carries 0.209; number 20, H, carries 0.208; number 21, H, carries -0.015; number 22, H, carries 0.186; number 23, H, carries 0.014; number 24, C, carries -0.631; number 25, C, carries -0.603

---

Name the least stable of them. *b*.

---

*a*
# C4H5FN2

One molecule with the formula C4H5FN2 (wB97M-V/def2-TZVPD, the Open Molecules 2025 dataset).

Cartesian coordinates (Å):
N1 -1.1587 0.8195 -1.2568
C1 0.0674 -1.1576 -0.8940
C2 0.1668 -0.8373 0.5705
C3 0.4435 0.6143 0.6234
H1 0.9383 -1.4623 0.9941
F1 1.6427 0.9285 0.0736
H2 0.4500 -2.1004 -1.1613
N2 -0.5247 -0.3805 -1.7258
C4 -0.6372 1.3591 -0.1865
H3 -1.0135 2.3342 0.1270
H4 0.3770 0.9255 1.6357
H5 -0.7515 -1.0428 1.2003

Its molar mass is 100.10 g/mol. The SMILES is F[C@H]1C=NN=CC1.

List of natural (NBO) charges in e, atom by atom: number 1, N, carries -0.226; number 2, C, carries 0.104; number 3, C, carries -0.524; number 4, C, carries 0.149; number 5, H, carries 0.238; number 6, F, carries -0.342; number 7, H, carries 0.191; number 8, N, carries -0.251; number 9, C, carries 0.041; number 10, H, carries 0.202; number 11, H, carries 0.172; number 12, H, carries 0.248

---

*b*
# C4H5FN2

One molecule with the formula C4H5FN2 (wB97M-V/def2-TZVPD, the Open Molecules 2025 dataset).

Cartesian coordinates (Å):
H1 0.0876 -0.9651 1.8397
C1 -1.0588 1.4301 -0.0281
H2 -0.9070 0.9133 -2.0230
H3 1.5349 0.5827 -0.3955
F1 1.9155 -1.3953 -0.1385
C2 -0.0590 -0.3129 0.9778
H4 -1.3918 2.5005 -0.2348
C3 -0.3900 -0.6946 -0.4973
C4 1.0383 -0.3097 -0.0793
N1 -1.1925 0.4602 -1.0535
H5 -0.6106 -1.5988 -1.0648
N2 -0.6841 1.0323 1.1801

Its molar mass is 100.10 g/mol. The SMILES is F[C@@H]1[C@H]2N=CN[C@@H]12.

List of natural (NBO) charges in e, atom by atom: number 1, H, carries 0.241; number 2, C, carries 0.232; number 3, H, carries 0.397; number 4, H, carries 0.179; number 5, F, carries -0.351; number 6, C, carries -0.117; number 7, H, carries 0.204; number 8, C, carries -0.128; number 9, C, carries 0.160; number 10, N, carries -0.612; number 11, H, carries 0.240; number 12, N, carries -0.446

---

*c*
# C4H5FN2

One molecule with the formula C4H5FN2 (wB97M-V/def2-TZVPD, the Open Molecules 2025 dataset).

Cartesian coordinates (Å):
C1 0.8389 -1.4615 0.3934
C2 -0.1330 -0.5081 0.0597
H1 -1.3651 2.9590 0.2558
C3 -1.5542 1.1831 -0.6425
N1 -1.0488 2.0095 0.3855
H2 -2.4770 1.5036 -0.9268
H3 1.0744 -1.2753 1.3762
N2 -1.0739 -0.0495 -0.6171
F1 0.2944 2.4092 2.1443
H4 0.3116 -2.3595 0.2950
C4 -0.1273 1.5747 1.1841
H5 1.7226 -1.3844 -0.1141

Its molar mass is 100.10 g/mol.

List of natural (NBO) charges in e, atom by atom: number 1, C, carries -0.709; number 2, C, carries 0.378; number 3, H, carries 0.410; number 4, C, carries -0.095; number 5, N, carries -0.563; number 6, H, carries 0.182; number 7, H, carries 0.262; number 8, N, carries -0.355; number 9, F, carries -0.348; number 10, H, carries 0.254; number 11, C, carries 0.359; number 12, H, carries 0.224

---

*d*
# C4H5FN2

One molecule with the formula C4H5FN2 (wB97M-V/def2-TZVPD, the Open Molecules 2025 dataset).

Cartesian coordinates (Å):
C1 -0.4312 0.3336 -1.2346
C2 0.1505 -1.6680 0.9517
N1 0.4687 2.2195 -1.0704
F1 -0.0493 -0.8063 -1.9522
C3 0.0829 2.0398 0.1093
C4 -0.1122 0.5675 0.1910
H1 -0.3508 -2.0426 1.7874
N2 0.1943 -0.2788 1.0839
H2 -0.1739 -2.0606 -0.0331
H3 1.2319 -2.1294 1.1082
H4 0.2574 2.9603 0.8442
H5 -1.2685 0.8649 -1.7854

Its molar mass is 100.10 g/mol.

List of natural (NBO) charges in e, atom by atom: number 1, C, carries 0.301; number 2, C, carries -0.439; number 3, N, carries -0.290; number 4, F, carries -0.329; number 5, C, carries -0.023; number 6, C, carries 0.124; number 7, H, carries 0.216; number 8, N, carries -0.389; number 9, H, carries 0.189; number 10, H, carries 0.208; number 11, H, carries 0.223; number 12, H, carries 0.210

---

Name the least stable of them. *c*.